Density functional theory data (ωB97M-V/def2-TZVPD) for 8 unconnected molecules or ions with the total composition C68H153F9N4O4P4.

Geometry as XYZ:
```
242
Properties=species:S:1:pos:R:3:forces:R:3:lowdin_charge:R:1
C -6.999 9.239 -19.625 1.2 2.9 -1.4 -0.3558
O -8.238 9.982 -19.885 -0.1 -1.7 1.7 -0.1321
O -5.974 10.132 -19.231 -1.7 -1.9 0.8 -0.2286
C -7.306 7.937 -18.791 -0.5 2.0 -0.9 -0.5208
F -8.400 7.347 -19.286 -0.4 0.0 0.0 0.1157
F -6.348 7.005 -18.920 0.4 0.4 0.8 0.1283
F -7.560 8.230 -17.481 0.5 -0.6 -0.3 0.1117
C -8.389 10.589 -21.157 0.9 1.0 0.6 -0.2733
C -9.688 11.282 -21.159 -2.4 0.4 -0.2 -0.0595
H -10.555 10.688 -20.870 0.2 -0.8 0.0 0.0623
H -9.784 12.111 -20.458 0.6 0.3 0.0 0.0672
H -9.999 11.628 -22.145 0.4 0.2 -0.2 0.0969
H -8.240 9.972 -22.044 -0.1 -0.6 0.2 0.1187
H -7.670 11.406 -21.193 0.6 -0.1 -0.4 0.0880
H -6.820 8.891 -20.642 0.6 -0.9 -0.1 0.1139
C -8.890 12.360 -15.318 0.1 -1.3 0.0 -0.0317
C -8.582 10.904 -15.801 0.2 0.5 0.5 -0.1728
N -9.772 10.315 -16.383 -4.6 -2.2 -2.9 -0.0284
C -10.494 9.154 -15.958 -1.0 0.8 -1.0 0.0171
C -11.693 9.046 -16.710 1.8 0.6 1.0 -0.0112
N -11.743 10.111 -17.583 3.2 0.7 -0.3 -0.0558
C -10.537 10.756 -17.453 -0.1 0.9 1.2 0.0262
C -12.785 10.315 -18.661 0.4 -0.7 0.3 0.0563
H -9.250 13.031 -16.097 0.2 -0.2 -0.1 0.0779
H -8.009 12.780 -14.835 0.0 0.0 0.0 0.0584
H -9.675 12.230 -14.572 0.0 0.4 0.1 0.0891
H -8.377 10.267 -14.941 -0.1 0.1 0.3 0.1152
H -7.697 10.735 -16.415 -0.3 0.5 -0.5 0.0928
H -10.078 8.562 -15.157 -0.3 -0.1 -0.1 0.1162
H -12.521 8.357 -16.784 0.3 -0.3 0.6 0.1349
H -10.240 11.635 -18.007 -0.1 -0.1 -0.2 0.1495
H -13.751 10.436 -18.171 0.2 0.2 -0.1 0.1094
H -12.802 9.415 -19.276 0.0 -0.1 0.2 0.0915
H -12.561 11.119 -19.362 0.2 0.2 0.6 0.1025
C -7.236 12.923 -23.990 0.0 -1.0 -1.2 -0.0644
C -6.623 11.577 -24.501 0.8 0.5 0.5 -0.2044
C -5.106 11.438 -24.191 -0.1 -0.1 -0.6 -0.2543
C -4.757 11.369 -22.701 0.1 0.0 -0.4 -0.2615
P -3.064 10.660 -22.463 -1.6 -0.2 1.4 1.0563
C -2.700 10.685 -20.645 -0.4 -0.2 -0.9 -0.2588
C -1.417 10.063 -20.149 0.8 -0.1 0.7 -0.2495
C -1.357 10.192 -18.631 1.2 -0.5 0.8 -0.2696
C 0.064 9.932 -18.025 -0.8 1.1 -1.1 -0.0806
C -1.874 11.670 -23.344 0.4 -0.7 0.7 -0.2625
C -0.485 11.045 -23.540 0.0 0.7 -0.5 -0.2294
C 0.364 12.006 -24.437 0.1 -1.5 1.2 -0.2549
C -0.064 11.965 -25.865 -0.7 -0.3 -0.2 -0.1001
C -3.192 8.901 -22.985 0.2 0.6 0.0 -0.2301
C -4.370 8.110 -22.331 0.3 0.2 -0.4 -0.2192
C -4.877 6.952 -23.191 -0.6 -1.1 -0.1 -0.2285
C -6.387 6.641 -22.907 0.9 0.3 -0.9 -0.0883
H -8.245 13.034 -24.389 -0.2 -0.3 0.3 0.0769
H -6.699 13.740 -24.471 0.3 0.1 0.3 0.0783
H -7.255 13.024 -22.905 0.1 0.0 0.0 0.0393
H -6.724 11.472 -25.582 -0.2 0.4 0.0 0.1193
H -7.084 10.662 -24.127 -0.5 0.2 0.3 0.0894
H -4.527 12.258 -24.617 -0.2 0.2 -0.2 0.1050
H -4.757 10.550 -24.718 0.0 -0.2 0.0 0.1010
H -5.511 10.768 -22.194 0.3 -0.1 0.3 0.0672
H -4.869 12.394 -22.348 0.4 0.0 0.5 0.0920
H -3.527 10.179 -20.148 -0.4 0.0 -0.1 0.0764
H -2.756 11.729 -20.333 0.0 0.2 -0.1 0.0809
H -0.505 10.532 -20.520 -0.1 0.2 -0.4 0.1041
H -1.323 9.002 -20.379 -0.2 -0.1 -0.3 0.1211
H -2.048 9.490 -18.164 -0.4 0.1 0.0 0.0807
H -1.587 11.212 -18.324 -0.5 0.1 0.0 0.0964
H 0.541 9.038 -18.427 -0.1 -0.2 0.5 0.0811
H 0.030 10.056 -16.943 0.1 -0.7 0.0 0.0617
H 0.665 10.776 -18.362 0.3 -0.1 -0.1 0.0753
H -1.646 12.528 -22.712 -0.8 0.5 -0.2 0.1128
H -2.385 11.919 -24.274 0.4 0.3 -0.1 0.0847
H -0.600 10.034 -23.932 0.3 0.1 -0.6 0.1055
H 0.073 10.901 -22.615 -0.4 0.2 0.3 0.0938
H 1.365 11.614 -24.253 0.3 0.2 -0.6 0.1129
H 0.382 13.034 -24.076 -0.3 0.0 0.4 0.1156
H 0.627 12.565 -26.457 -0.4 -0.4 -0.4 0.0945
H -1.096 12.297 -25.973 0.1 1.0 0.0 0.0660
H -0.247 10.939 -26.184 1.1 -0.2 -0.4 0.0849
H -2.179 8.522 -22.847 -0.1 -0.5 0.4 0.0906
H -3.277 8.914 -24.072 -0.3 0.1 -0.1 0.0951
H -5.211 8.781 -22.153 0.0 0.2 -0.2 0.0702
H -4.117 7.739 -21.338 0.3 0.0 0.1 0.1092
H -4.280 6.052 -23.044 0.1 0.0 0.4 0.1071
H -4.747 7.110 -24.262 -0.2 0.5 0.0 0.1122
H -6.787 5.812 -23.491 0.4 -0.3 0.0 0.0762
H -6.937 7.481 -23.331 -0.4 0.3 0.7 0.0746
H -6.565 6.438 -21.851 -0.2 0.3 0.1 0.0509
C -11.989 8.057 -22.612 0.2 -0.5 0.7 -0.0817
C -10.532 7.561 -22.660 -0.4 -0.7 -1.4 -0.2248
C -10.278 6.072 -22.250 -0.4 1.7 0.6 -0.1984
C -10.762 5.914 -20.802 0.2 -0.5 0.6 -0.2780
P -10.120 4.436 -20.000 2.4 -0.8 0.1 1.0386
C -10.898 3.054 -20.838 -1.9 -0.8 1.0 -0.2480
C -12.407 2.889 -20.346 0.4 -1.1 -0.5 -0.2337
C -13.207 2.092 -21.418 0.7 2.2 -0.1 -0.2693
C -14.688 2.125 -21.149 0.3 -0.8 0.4 -0.1006
C -8.275 4.151 -20.227 -1.3 -0.2 0.5 -0.2339
C -7.747 2.826 -19.596 -0.2 0.6 0.2 -0.2249
C -6.278 2.652 -20.008 0.2 0.1 0.7 -0.2122
C -5.331 3.649 -19.248 -0.8 -0.5 -0.6 -0.0871
C -10.327 4.435 -18.181 -0.2 0.0 -0.4 -0.2336
C -9.643 5.550 -17.361 -0.2 0.0 -3.2 -0.2782
C -9.712 5.272 -15.943 -1.1 1.1 2.4 -0.2771
C -11.082 5.486 -15.263 0.4 -1.0 0.4 -0.0678
H -12.080 9.133 -22.760 0.1 -0.2 -0.5 0.0675
H -12.420 7.862 -21.630 0.1 0.1 0.5 0.0383
H -12.675 7.505 -23.255 0.3 0.2 -0.5 0.0911
H -9.874 8.271 -22.159 0.1 -0.3 0.6 0.0865
H -10.147 7.563 -23.680 -0.4 0.5 -0.3 0.1056
H -9.214 5.937 -22.444 0.1 -0.4 0.5 0.0839
H -10.849 5.350 -22.833 0.1 0.3 -0.4 0.1186
H -11.845 5.790 -20.828 -0.1 -0.2 0.0 0.0970
H -10.613 6.762 -20.134 0.4 0.2 -0.3 0.0843
H -10.450 2.078 -20.651 0.4 0.2 0.4 0.0960
H -10.849 3.102 -21.925 0.0 0.8 0.0 0.1038
H -12.958 3.792 -20.082 0.3 0.4 -0.4 0.0956
H -12.402 2.325 -19.413 0.2 -0.1 0.1 0.1070
H -12.765 1.106 -21.562 -0.2 0.0 0.0 0.1226
H -13.074 2.708 -22.307 0.3 -0.4 -0.5 0.1057
H -15.092 3.132 -21.044 0.2 0.1 0.0 0.0804
H -14.776 1.609 -20.192 -0.9 -0.2 -0.1 0.0809
H -15.198 1.637 -21.980 -0.3 -0.2 0.4 0.0888
H -7.709 4.954 -19.754 -0.2 0.3 -0.5 0.0546
H -8.203 4.159 -21.315 0.6 0.0 0.0 0.0880
H -8.415 1.979 -19.751 0.3 -0.1 -0.7 0.1030
H -7.769 2.907 -18.509 0.0 0.3 0.3 0.0781
H -6.212 2.741 -21.093 0.2 0.4 0.0 0.1105
H -5.902 1.644 -19.836 -0.3 -0.1 0.3 0.1105
H -4.312 3.420 -19.563 0.1 0.6 0.0 0.0844
H -5.364 3.601 -18.160 -0.2 -0.8 0.2 0.0487
H -5.641 4.685 -19.387 0.4 0.1 -0.7 0.0364
H -9.964 3.502 -17.750 -0.4 -0.4 -0.4 0.0981
H -11.409 4.536 -18.101 -0.2 -0.3 0.6 0.0955
H -10.154 6.439 -17.729 0.2 0.6 0.7 0.0993
H -8.588 5.669 -17.608 0.0 -0.2 -0.4 0.0929
H -9.046 5.984 -15.454 0.4 -0.2 0.2 0.0999
H -9.374 4.256 -15.735 0.1 0.0 0.1 0.1029
H -11.781 4.719 -15.595 -0.3 0.2 -0.1 0.0813
H -11.534 6.476 -15.323 0.2 0.0 -0.5 0.0531
H -10.943 5.301 -14.198 -0.1 0.0 0.1 0.0782
C 0.444 4.040 -12.247 -0.1 -0.5 -0.7 -0.0937
C -0.594 4.112 -11.158 1.0 -0.7 0.6 -0.2728
C -1.949 4.526 -11.624 -0.9 1.1 -0.4 -0.2753
C -2.611 3.542 -12.618 -0.5 1.5 0.3 -0.2001
P -4.252 4.215 -13.276 0.1 -2.4 1.4 1.0416
C -4.212 5.823 -14.010 1.1 1.3 -1.3 -0.2814
C -3.261 6.115 -15.225 -1.0 0.5 -0.3 -0.2007
C -3.824 5.569 -16.563 2.0 -0.9 0.4 -0.2534
C -3.188 6.243 -17.797 -0.9 0.2 0.9 -0.0709
C -5.022 2.973 -14.367 0.0 0.6 0.1 -0.2592
C -6.419 3.365 -14.879 0.2 -0.8 -0.5 -0.2292
C -7.029 2.072 -15.573 0.2 0.8 1.3 -0.2166
C -7.420 0.968 -14.532 -0.4 0.5 -1.2 -0.0788
C -5.381 4.439 -11.878 -0.2 -0.4 -0.2 -0.2645
C -5.945 3.170 -11.255 0.5 -1.4 -1.9 -0.2703
C -6.596 3.411 -9.969 0.0 0.2 2.8 -0.2831
C -7.886 4.190 -9.932 -1.1 -0.3 -0.9 -0.0929
H 0.580 4.976 -12.788 0.1 0.1 0.1 0.0783
H 0.068 3.303 -12.956 0.3 0.0 -0.4 0.0634
H 1.415 3.659 -11.930 -0.1 0.2 0.2 0.0917
H -0.235 4.702 -10.314 -0.3 0.3 -0.1 0.1225
H -0.699 3.112 -10.738 0.0 -0.2 0.1 0.1221
H -1.914 5.482 -12.145 0.3 0.4 0.0 0.0953
H -2.534 4.719 -10.725 -0.5 -0.3 -0.1 0.1100
H -2.718 2.619 -12.048 -0.5 -0.4 -0.7 0.1125
H -1.951 3.451 -13.481 -0.1 -0.4 0.0 0.0856
H -4.037 6.524 -13.194 0.3 -0.1 0.3 0.0767
H -5.221 6.077 -14.334 -0.3 -0.3 0.0 0.0968
H -2.221 5.840 -15.053 -0.1 -0.5 0.0 0.1201
H -3.196 7.187 -15.408 -0.1 0.3 0.5 0.0682
H -4.913 5.536 -16.586 0.1 0.2 -0.1 0.0892
H -3.420 4.557 -16.569 -0.7 -0.5 -0.3 0.1008
H -3.379 7.312 -17.700 0.0 0.2 -0.4 0.0433
H -3.697 5.867 -18.684 0.4 0.1 -0.1 0.0574
H -2.107 6.104 -17.827 -0.1 -0.2 -0.1 0.0916
H -5.055 2.013 -13.852 0.0 0.1 0.4 0.0965
H -4.356 2.798 -15.213 0.1 0.1 -0.1 0.0990
H -6.316 4.277 -15.467 0.1 -0.4 -1.0 0.0710
H -7.094 3.773 -14.127 -0.1 -0.7 0.6 0.0969
H -6.340 1.596 -16.271 0.3 0.4 -0.1 0.1064
H -7.886 2.382 -16.172 -0.2 -0.1 0.2 0.0724
H -7.991 1.351 -13.687 0.1 0.1 0.0 0.0723
H -6.597 0.341 -14.190 0.1 0.2 0.0 0.0768
H -8.081 0.324 -15.113 -0.1 -0.3 0.4 0.0797
H -6.231 5.018 -12.240 0.1 0.4 0.1 0.0950
H -4.850 4.958 -11.080 0.0 0.4 -0.1 0.1011
H -5.205 2.370 -11.230 0.7 0.3 0.8 0.1186
H -6.616 2.610 -11.906 -0.6 0.6 -0.5 0.1042
H -5.905 3.914 -9.293 0.4 0.0 0.1 0.1167
H -6.789 2.457 -9.478 0.0 -0.1 -0.1 0.1299
H -8.602 3.613 -10.520 -0.3 0.1 -0.2 0.0776
H -7.849 5.187 -10.370 0.2 0.1 0.0 0.0649
H -8.373 4.272 -8.961 0.5 0.0 0.2 0.0891
C -5.806 14.211 -16.446 -0.1 -1.7 -1.2 0.0061
N -5.306 14.627 -17.856 1.6 0.6 1.1 -0.2709
C -4.519 15.981 -17.588 -2.1 0.0 -0.3 0.0373
C -4.296 13.622 -18.454 -0.4 0.2 0.9 0.0174
C -6.517 14.841 -18.781 -0.2 1.2 0.5 -0.0788
C -7.058 13.580 -19.477 0.6 0.6 0.6 -0.1957
O -7.489 12.608 -18.518 0.3 1.4 -0.2 -0.0746
H -6.078 13.159 -16.535 -0.2 0.0 -0.2 0.0635
H -6.733 14.729 -16.200 0.5 0.4 0.0 0.1101
H -5.044 14.206 -15.667 0.2 0.8 -0.4 0.0910
H -4.188 16.458 -18.511 -0.1 -0.4 -0.1 0.1110
H -3.715 15.970 -16.852 0.0 -1.0 -0.2 0.1066
H -5.304 16.582 -17.129 0.1 0.4 -0.2 0.1040
H -4.018 13.808 -19.491 -0.6 0.5 0.0 0.1055
H -4.711 12.620 -18.350 0.1 0.0 0.0 0.0830
H -3.362 13.750 -17.906 -0.2 -0.2 0.3 0.1007
H -6.221 15.695 -19.390 0.3 -0.7 -1.1 0.1376
H -7.281 15.399 -18.240 -0.2 -0.6 0.8 0.1350
H -6.216 13.272 -20.096 -0.3 -0.8 -0.2 0.1037
H -7.888 13.838 -20.135 0.1 0.3 0.0 0.1323
H -7.139 11.764 -18.812 0.4 -1.3 -0.3 0.0281
C -4.525 10.053 -12.050 1.0 0.7 0.2 0.0013
N -4.036 10.487 -13.382 -0.4 0.6 -1.2 -0.3249
C -4.589 11.916 -13.731 -0.2 -0.9 0.5 0.0407
C -2.530 10.649 -13.281 -0.4 -0.7 -0.8 0.0269
C -4.500 9.366 -14.384 0.8 1.1 0.2 -0.0524
C -4.266 9.695 -15.843 0.1 0.0 -1.3 -0.2361
O -5.169 10.605 -16.383 -0.9 1.7 1.6 -0.0857
H -4.027 9.120 -11.786 -0.3 -0.2 -0.2 0.1088
H -5.612 9.987 -12.029 0.2 0.2 0.3 0.1217
H -4.032 10.794 -11.421 -1.0 0.0 0.8 0.1148
H -4.540 12.512 -12.820 0.0 -0.2 0.1 0.1122
H -5.624 11.835 -14.061 0.1 -0.2 0.0 0.0912
H -4.008 12.431 -14.496 0.2 -0.6 0.0 0.0957
H -2.198 10.765 -14.312 0.4 0.3 0.3 0.0987
H -2.065 9.759 -12.856 -0.3 -0.1 -0.1 0.1149
H -2.278 11.488 -12.632 -0.2 0.1 -0.3 0.1222
H -5.556 9.188 -14.182 0.0 0.1 0.0 0.1387
H -3.906 8.510 -14.064 -0.1 0.0 -0.2 0.0936
H -4.389 8.850 -16.521 0.5 -0.9 0.7 0.1175
H -3.274 10.109 -16.026 0.5 -0.3 0.3 0.1127
H -5.409 10.400 -17.290 -0.3 -0.5 -1.4 0.0327
P -10.976 10.589 -25.950 0.0 0.6 -0.5 0.2163
F -11.032 9.333 -27.054 0.3 1.5 1.7 -0.1838
F -12.270 9.953 -25.095 1.5 0.1 -0.9 -0.2012
F -9.845 9.828 -25.035 -0.8 -1.3 0.6 -0.2167
F -10.934 11.807 -24.877 -0.3 0.2 1.3 -0.2085
F -9.675 11.313 -26.597 0.2 -0.4 -1.3 -0.1925
F -11.910 11.506 -26.855 -0.5 -0.8 -0.2 -0.1355
```
Forces are in eV/Å.

Calculated values
* DFT total energy: -5465.74975 Eh
* charge: +4
* LUMO: -8.03 eV
* molecular weight: 1385.87 g mol⁻¹
* frontier orbital gap: 7.48 eV